{"formula": "C5H11NO", "method": "ωB97M-V/def2-TZVPD", "homo_lumo_gap_ev": 10.39, "relative_energy_ev": 1.749, "smiles": "CCC[C@H](N)C=O", "homo_energy_ha": -0.3467, "elements": ["O", "C", "C", "C", "C", "C", "N", "H", "H", "H", "H", "H", "H", "H", "H", "H", "H", "H"], "xyz": [[2.573, 0.606, 1.593], [1.428, 0.467, 1.948], [0.387, -0.158, 0.979], [0.436, 0.628, -0.312], [-0.736, 0.267, -1.353], [-0.516, -1.188, -1.929], [-0.974, 0.075, 1.540], [1.104, 1.033, 2.846], [0.580, -1.219, 0.987], [1.379, 0.437, -0.835], [0.293, 1.709, -0.136], [-1.707, 0.434, -0.929], [-0.757, 0.856, -2.304], [-0.354, -1.932, -1.171], [-1.397, -1.405, -2.543], [0.322, -1.073, -2.612], [-0.904, 1.019, 1.919], [-1.154, -0.555, 2.313]]}